{"formula": "C6H9N", "method": "ωB97M-V/def2-TZVPD", "energy_ev": -7851.212, "homo_energy_ha": -0.2604, "charge": 0, "orbital_gap_ev": 7.15, "species": ["C", "N", "C", "C", "C", "C", "C", "H", "H", "H", "H", "H", "H", "H", "H", "H"], "coordinates": [[1.9287, -0.0746, -0.0733], [0.7161, 0.2891, 0.0114], [-0.2582, 0.8139, 1.0674], [-0.9895, 1.4579, -0.1371], [-0.5193, 0.1542, -0.8219], [-1.2311, -0.9929, -0.0228], [-1.0264, -0.4822, 1.2267], [2.2887, -0.5052, -1.0027], [2.5836, 0.0327, 0.7822], [0.5712, -2.6747, -1.5246], [0.1808, 1.3886, 1.8864], [-0.5129, 2.3665, -0.5244], [-2.0680, 1.5614, -0.0201], [-0.3431, 0.0618, -1.8946], [-0.0525, -2.4747, -1.1413], [-1.2681, -0.9219, 2.1886]]}

{"formula": "C6H9N", "method": "ωB97M-V/def2-TZVPD", "energy_ev": -7855.092, "homo_energy_ha": -0.3472, "charge": 0, "orbital_gap_ev": 10.47, "species": ["C", "C", "C", "C", "C", "C", "N", "H", "H", "H", "H", "H", "H", "H", "H", "H"], "coordinates": [[2.9295, -0.9432, 0.2593], [1.8102, -0.8209, -0.1711], [0.4372, -0.7149, -0.6832], [-0.5279, 0.0947, 0.1997], [-1.1872, 1.2916, -0.4655], [-0.3436, 0.0589, 1.6680], [-1.4090, -0.7214, 1.0392], [3.9229, -1.0622, 0.6349], [0.4681, -0.2763, -1.6866], [0.0267, -1.7238, -0.7894], [-0.5457, 1.7378, -1.2300], [-1.4445, 2.0728, 0.2591], [-2.1131, 0.9695, -0.9608], [0.4646, -0.5440, 2.0755], [-0.6068, 0.9329, 2.2611], [-2.3011, -0.2404, 1.1474]]}